No. 1
Density functional theory data (ωB97M-V/def2-TZVPD) for a structure of composition C36H48BN8O3PtS3.

## Properties
- molar mass (g/mol) = 942.92
- gap between HOMO and LUMO (alpha / beta) (eV) = 6.99 / 5.27
- strongest force on any atom (eV/Å) = 0.6
- energy above the lowest of the compared OMol25 structures with the same formula, charge and spin (kJ/mol) = 16.2

Geometry as ORCA input:
```
! wB97M-V def2-TZVPD RIJCOSX def2/J DEFGRID3
* xyz 0 6
Pt -0.180 0.494 -1.074
C -4.943 -2.347 -1.060
C -3.886 -1.541 -1.742
C -3.854 -1.081 -3.036
C -2.633 -0.398 -3.175
N -1.986 -0.429 -2.012
N -2.751 -1.142 -1.140
B -2.252 -1.512 0.265
N -2.139 -0.260 1.158
N -1.387 0.804 0.787
C -1.440 1.692 1.797
C -2.252 1.170 2.814
C -2.680 -0.061 2.372
C -3.551 -1.054 3.069
C -0.791 3.063 1.820
C -0.753 3.577 3.261
C 0.643 3.033 1.291
C -1.655 4.018 0.980
N -0.882 -2.227 0.184
N 0.199 -1.670 -0.429
C 1.194 -2.557 -0.348
C 0.740 -3.701 0.326
C -0.579 -3.454 0.644
C -1.544 -4.339 1.363
C 2.575 -2.339 -0.928
C 2.446 -2.034 -2.426
C 3.286 -1.201 -0.183
C 3.411 -3.608 -0.761
C -2.166 0.275 -4.451
C -2.491 -0.650 -5.632
C -2.928 1.598 -4.607
C -0.669 0.557 -4.463
H -5.784 -2.477 -1.738
H -5.302 -1.856 -0.156
H -4.576 -3.334 -0.777
H -4.610 -1.233 -3.788
H -3.033 -2.259 0.772
H -2.502 1.631 3.753
H -3.864 -0.642 4.027
H -3.022 -1.988 3.255
H -4.442 -1.289 2.486
H -0.193 2.901 3.911
H -1.755 3.710 3.671
H -0.256 4.549 3.279
H 1.300 2.484 1.971
H 1.026 4.055 1.216
H 0.711 2.573 0.309
H -2.650 4.116 1.420
H -1.761 3.646 -0.037
H -1.192 5.008 0.957
H 1.288 -4.604 0.536
H -1.044 -5.269 1.627
H -2.410 -4.578 0.745
H -1.911 -3.875 2.279
H 1.801 -1.176 -2.611
H 2.018 -2.892 -2.949
H 3.429 -1.823 -2.853
H 2.677 -0.303 -0.122
H 4.219 -0.944 -0.691
H 3.531 -1.513 0.837
H 2.962 -4.459 -1.277
H 3.539 -3.866 0.293
H 4.404 -3.442 -1.184
H -3.558 -0.860 -5.709
H -1.964 -1.601 -5.536
H -2.176 -0.175 -6.563
H -4.007 1.431 -4.641
H -2.627 2.097 -5.532
H -2.707 2.259 -3.767
H -0.086 -0.352 -4.296
H -0.400 1.281 -3.701
H -0.391 0.967 -5.437
O -0.824 2.545 -1.860
N 0.142 3.392 -2.161
C -0.219 4.680 -2.369
C 0.705 5.637 -2.687
C 2.046 5.267 -2.786
C 2.395 3.960 -2.569
C 1.433 2.986 -2.256
S 1.865 1.336 -1.994
H -1.277 4.860 -2.260
H 0.377 6.653 -2.852
H 2.802 6.001 -3.029
H 3.424 3.634 -2.626
O 2.927 1.112 6.474
S 3.505 0.955 5.173
O 4.543 1.849 4.758
N 2.276 1.080 4.059
C 2.100 -0.222 3.444
S 0.807 -0.406 2.384
C 3.011 -1.209 3.856
C 3.146 -2.556 3.449
C 4.139 -3.319 4.017
C 5.015 -2.799 4.987
C 4.896 -1.482 5.400
C 3.902 -0.709 4.831
H 2.482 -2.973 2.701
H 4.254 -4.349 3.706
H 5.781 -3.430 5.416
H 5.562 -1.069 6.147
*
```



No. 2
Density functional theory data (ωB97M-V/def2-TZVPD) for a cluster of 2 separate species, C5H8N2 in total.

## Properties
- molar mass (g/mol) = 96.13
- gap between HOMO and LUMO (eV) = 7.24
- strongest force on any atom (eV/Å) = 0.5
- energy above the lowest of the compared OMol25 structures with the same formula, charge and spin (kJ/mol) = 488.7

Geometry as ORCA input:
```
! wB97M-V def2-TZVPD RIJCOSX def2/J DEFGRID3
* xyz 0 1
C -0.131 -0.200 1.679
N -0.050 0.185 0.468
C -0.560 1.516 -0.004
C -0.071 1.508 -1.272
C 0.651 0.274 -1.625
C 0.619 -0.564 -0.579
N 1.218 -1.791 -0.243
H 0.237 -1.186 1.952
H -0.564 0.481 2.401
H -2.667 0.739 1.705
H -2.278 1.181 1.227
H -0.258 2.302 -1.985
H 1.144 0.066 -2.570
H 0.618 -2.591 -0.419
H 2.093 -1.920 -0.735
*
```



No. 3
Density functional theory data (ωB97M-V/def2-TZVPD) for a cluster of 2 separate species, C3H9NS2 in total.

## Properties
- SMILES = C=CCN.SS
- molar mass (g/mol) = 123.25
- gap between HOMO and LUMO (eV) = 9.60
- strongest force on any atom (eV/Å) = 0.6
- energy above the lowest of the compared OMol25 structures with the same formula, charge and spin (kJ/mol) = 111.3

Geometry as ORCA input:
```
! wB97M-V def2-TZVPD RIJCOSX def2/J DEFGRID3
* xyz 0 1
S -0.842 0.657 -1.971
S -1.957 -0.613 -0.775
H -0.618 -0.211 -2.969
H -3.156 -0.309 -1.298
N 1.368 -1.554 0.649
C 0.817 -0.535 1.571
C 1.666 1.803 1.763
C 1.847 0.500 1.892
H 0.770 -2.374 0.677
H 2.256 -1.884 1.016
H 0.420 -0.985 2.483
H -0.021 -0.059 1.063
H 2.438 2.513 2.014
H 0.713 2.158 1.397
H 2.805 0.118 2.232
*
```



No. 4
Density functional theory data (ωB97M-V/def2-TZVPD) for a structure of composition C14H14N2O3S in a non-equilibrium geometry.

## Properties
- molar mass (g/mol) = 290.34
- gap between HOMO and LUMO (eV) = 7.71
- strongest force on any atom (eV/Å) = 18.9
- energy above the lowest of the compared OMol25 structures with the same formula, charge and spin (kJ/mol) = 1614.4

Geometry as ORCA input:
```
! wB97M-V def2-TZVPD RIJCOSX def2/J DEFGRID3
* xyz 0 1
C 0.775 2.846 1.335
H 1.443 3.760 1.153
H 0.141 3.067 2.007
H 1.475 2.031 1.514
C 0.076 2.344 -0.235
C -1.073 1.379 0.081
C -2.202 1.368 -0.667
C -3.077 0.509 -0.941
C -2.955 -0.546 -0.027
C -1.786 -0.660 0.936
C -0.952 0.602 0.941
H -0.159 0.459 1.497
H -1.710 -1.628 1.513
N -3.845 -1.551 0.111
O -4.820 -1.567 -0.812
O -3.745 -2.599 0.957
H -3.869 0.339 -1.431
H -2.259 2.264 -1.444
H -0.304 3.544 -0.536
C 1.073 2.093 -1.008
N 1.269 0.617 -1.187
C 2.111 0.118 -0.135
O 3.076 0.750 0.379
C 2.055 -1.393 -0.041
C 2.992 -2.108 0.180
C 2.685 -3.607 0.365
C 1.439 -3.995 -0.290
S 0.816 -2.174 -0.906
H 0.817 -4.759 -0.359
H 3.197 -4.472 0.888
H 3.896 -1.805 0.850
H 0.570 0.022 -1.644
H 2.091 2.563 -0.889
H 0.758 2.191 -2.155
*
```



No. 5
Density functional theory data (ωB97M-V/def2-TZVPD) for a cluster of 7 separate species, C9H28O12 in total in a non-equilibrium geometry.

## Properties
- SMILES = O=C(O)CCCOC(=O)OCCCCO.O.O.O.O.O.O
- molar mass (g/mol) = 328.31
- gap between HOMO and LUMO (eV) = 10.19
- strongest force on any atom (eV/Å) = 1.8

Geometry as ORCA input:
```
! wB97M-V def2-TZVPD RIJCOSX def2/J DEFGRID3
* xyz 0 1
O -4.323 -0.786 -0.386
C -3.249 -0.213 -0.447
O -3.134 1.011 -0.982
C -1.989 -0.829 0.080
C -2.246 -1.315 1.509
C -0.994 -1.842 2.177
O -0.061 -0.792 2.485
C 0.853 -0.545 1.525
O 1.522 -1.400 0.970
O 0.949 0.771 1.216
C 1.452 1.585 2.295
C 0.830 2.980 2.232
C 1.773 4.031 1.668
C 2.186 3.755 0.213
O 1.749 4.808 -0.642
H -4.031 1.333 -1.120
H -1.771 -1.671 -0.567
H -1.165 -0.127 0.036
H -2.926 -2.160 1.458
H -2.694 -0.533 2.113
H -0.524 -2.612 1.575
H -1.275 -2.280 3.128
H 1.213 1.140 3.257
H 2.536 1.632 2.231
H -0.093 2.891 1.664
H 0.552 3.266 3.244
H 2.671 4.071 2.274
H 1.288 5.001 1.694
H 3.270 3.721 0.168
H 1.782 2.805 -0.123
H 1.158 4.462 -1.306
O 3.519 -0.924 -1.010
H 2.946 -1.296 -0.318
H 3.835 -1.682 -1.506
O -1.567 -2.543 -2.644
H -2.499 -2.555 -2.881
H -1.119 -2.644 -3.489
O -1.071 -4.584 -4.688
H -0.196 -4.930 -4.466
H -1.683 -5.238 -4.340
O -6.942 -2.611 -0.004
H -6.526 -3.473 0.073
H -6.209 -2.002 -0.141
O 4.903 5.029 2.246
H 5.532 5.201 1.540
H 5.362 5.296 3.048
O 1.999 -4.622 -4.725
H 2.623 -4.875 -5.411
H 1.784 -3.706 -4.926
*
```